[1]
# C3H4N2O

A 2-piece molecular cluster, C3H4N2O overall (wB97M-V/def2-TZVPD, the OMol25 dataset).

The geometry in XYZ format:
```
10
Properties=species:S:1:pos:R:3:forces:R:3
N -0.1927 -0.7578 1.5015 -0.17 0.14 -0.15
C -0.2820 0.3714 0.8299 0.09 -0.32 -0.04
C -0.8217 0.5386 -0.5082 0.03 0.02 -0.09
C 0.3485 0.3344 -1.1757 -0.03 -0.08 0.04
N 1.4504 0.2350 -0.3204 -0.12 -0.26 -0.15
O 0.9413 0.9503 0.8513 -0.02 0.13 0.20
H 0.9009 -0.9165 0.5982 -0.08 0.31 -0.14
H -0.9931 -1.3636 1.3159 0.15 0.03 0.02
H -1.8405 0.4939 -0.8628 0.18 -0.02 0.09
H 0.4889 0.1143 -2.2298 -0.01 0.04 0.22
```
Positions in Å, forces in eV/Å.

Summary:
HOMO level: -9.126 eV
Energy relative to the best compared isomer or geometry (same formula, charge and spin): 148.61 kcal/mol
Frontier orbital gap: 8.909 eV

These are the Mulliken partial charges, in e, on atoms 1 to 5:
1. N -0.583
2. C 0.767
3. C -0.597
4. C -0.218
5. N -0.535



[2]
# C5H7FIN

C5H7FIN in the gas phase in a non-equilibrium geometry (wB97M-V/def2-TZVPD, the OMol25 dataset).

The geometry in XYZ format:
```
15
Properties=species:S:1:pos:R:3:forces:R:3
C 2.0632 0.8131 -0.3362 -0.17 0.02 0.81
C 0.7913 0.0977 0.0353 -0.98 2.08 0.65
N 0.5836 -0.4119 1.2018 1.15 0.21 -2.12
C -0.7367 -0.9054 1.2844 -1.65 -1.40 -1.53
C -1.4302 -0.5812 -0.2501 -0.60 -0.36 3.91
F -1.5862 -1.7649 -0.8569 -0.13 -0.55 -0.70
I -3.3194 0.4202 0.0502 -0.40 -0.33 -0.08
C -0.4816 0.3365 -0.8704 1.26 1.66 1.29
H 1.9975 1.9035 -0.3464 -0.63 0.04 0.41
H 2.4827 0.6460 -1.3054 0.06 -0.87 -0.67
H 2.7491 0.5415 0.4404 0.80 -0.04 0.21
H -1.2434 -0.5199 2.1782 -0.18 0.15 -0.52
H -0.7717 -2.0443 1.3524 0.19 1.36 -0.01
H -0.9529 1.4313 -0.7302 1.86 -2.29 -0.80
H -0.1452 0.0379 -1.8471 -0.58 0.34 -0.85
```
Positions in Å, forces in eV/Å.

Summary:
HOMO level: -9.359 eV
Energy relative to the best compared isomer or geometry (same formula, charge and spin): 0.00 kcal/mol
Frontier orbital gap: 9.816 eV

These are the Mulliken partial charges, in e, on atoms 1 to 5:
1. C -1.280
2. C 0.685
3. N -0.568
4. C -0.659
5. C 0.453



[3]
# C3H2NO3S2

C3H2NO3S2 as an isolated structure in a non-equilibrium geometry (wB97M-V/def2-TZVPD, the OMol25 dataset).

The geometry in XYZ format:
```
11
Properties=species:S:1:pos:R:3:forces:R:3
C 1.1177 1.0208 0.1962 1.53 -0.37 0.00
C -0.9341 -0.0166 0.4594 2.51 -1.15 -0.63
C 1.7477 -0.3759 -0.0098 -0.12 -0.27 -0.07
N -0.2287 0.9980 0.4080 -1.77 0.48 0.47
O 1.7845 2.0259 0.1729 -0.14 -0.10 -0.01
O -2.5269 0.0820 -1.4735 -0.09 -0.04 0.15
O -3.4333 -1.1968 0.4236 0.15 -0.10 0.15
S 0.5665 -1.7072 0.1289 -1.44 1.15 0.31
S -2.8205 0.0480 -0.0317 -0.76 0.05 -0.38
H 2.1912 -0.3811 -1.0078 0.08 0.14 0.09
H 2.5360 -0.4971 0.7337 0.05 0.21 -0.07
```
Positions in Å, forces in eV/Å.

Summary:
HOMO level: -4.604 eV
Energy relative to the best compared isomer or geometry (same formula, charge and spin): 40.10 kcal/mol
Frontier orbital gap: 7.810 eV
Total charge: -1

These are the Mulliken partial charges, in e, on atoms 1 to 5:
1. C 0.366
2. C 0.248
3. C -0.310
4. N -0.325
5. O -0.563



[4]
# C50H61BiN2P2SbSe

C50H61BiN2P2SbSe as an isolated structure (wB97M-V/def2-TZVPD, the OMol25 dataset).

The geometry in XYZ format:
```
118
Properties=species:S:1:pos:R:3:forces:R:3
Bi 0.7937 1.1012 -0.7680 0.14 0.46 0.07
C -0.2155 3.6949 2.4148 0.05 0.05 0.02
C 1.0109 4.2802 1.7142 -0.01 -0.09 -0.03
C 1.0440 5.7980 1.8954 0.05 0.01 0.02
P 1.0319 3.7782 -0.0651 -0.26 0.17 -0.08
C 2.2589 4.8403 -0.9178 0.06 -0.17 -0.08
C 3.6206 4.7635 -0.2264 0.01 0.01 0.02
C 2.3359 4.4317 -2.3886 0.01 0.04 -0.01
C -0.6008 4.2160 -0.6807 0.00 -0.07 0.03
C -0.9641 5.5473 -0.9196 -0.01 -0.03 0.02
C -2.2592 5.8964 -1.2407 -0.02 -0.03 0.00
C -3.2207 4.8916 -1.3017 0.05 0.00 0.03
C -2.8804 3.5701 -1.0918 -0.04 0.01 -0.02
C -1.5591 3.1915 -0.8014 -0.05 -0.14 -0.12
N -1.2641 1.8185 -0.6419 0.18 0.03 0.17
C -2.1503 0.9001 -1.3066 -0.12 -0.02 0.08
C -2.2728 0.9929 -2.6969 0.04 0.00 0.06
C -3.0809 0.1244 -3.4050 0.02 -0.03 -0.02
C -3.7406 -0.8896 -2.7226 0.02 0.00 -0.02
C -3.6230 -0.9828 -1.3465 -0.01 0.07 0.06
C -2.8774 -0.0642 -0.5908 -0.04 -0.04 -0.03
P -2.7312 -0.3229 1.2287 0.14 0.08 0.04
C -4.3305 -1.1388 1.7531 0.07 -0.14 -0.16
C -5.6457 -0.7643 1.0407 0.03 -0.06 -0.02
C -4.1551 -2.6597 1.8395 -0.07 0.01 0.02
C -2.9399 1.3568 2.0098 -0.15 -0.07 -0.01
C -4.3087 2.0173 1.8535 0.05 0.06 0.08
C -2.5501 1.2434 3.4884 0.03 0.03 -0.06
H -0.1876 3.9654 3.4727 0.01 -0.02 -0.03
H -0.2525 2.6085 2.3551 0.01 -0.02 -0.03
H -1.1369 4.1001 1.9886 0.03 -0.01 0.02
H 1.9136 3.8352 2.1391 0.03 -0.03 0.05
H 0.1425 6.2608 1.4930 -0.01 0.01 -0.01
H 1.9156 6.2680 1.4390 -0.07 0.00 0.02
H 1.0739 6.0183 2.9645 0.00 0.01 -0.03
H 1.8852 5.8633 -0.8557 -0.03 0.07 0.02
H 4.0306 3.7535 -0.2671 0.01 -0.02 0.00
H 3.5729 5.0626 0.8216 0.03 -0.03 -0.06
H 4.3253 5.4290 -0.7276 -0.01 -0.02 -0.01
H 2.7493 3.4239 -2.4942 -0.01 0.01 0.01
H 2.9917 5.1128 -2.9324 0.00 -0.02 0.00
H 1.3553 4.4567 -2.8681 0.02 -0.01 0.00
H -0.2111 6.3228 -0.8561 -0.01 0.00 0.02
H -2.5205 6.9284 -1.4324 0.01 -0.03 0.01
H -4.2513 5.1393 -1.5241 0.02 -0.01 0.00
H -3.6434 2.8079 -1.1695 0.02 0.03 0.00
H -1.7342 1.7814 -3.2137 0.00 -0.02 0.02
H -3.1693 0.2190 -4.4800 -0.02 0.00 0.03
H -4.3476 -1.6073 -3.2614 0.03 0.03 0.03
H -4.1429 -1.7816 -0.8377 -0.02 0.01 -0.01
H -4.3965 -0.7789 2.7834 0.01 0.04 0.03
H -5.9756 -1.5726 0.3855 0.02 0.03 0.00
H -5.5746 0.1376 0.4373 -0.01 -0.02 0.00
H -6.4384 -0.6083 1.7754 0.02 -0.03 -0.02
H -3.9226 -3.1017 0.8667 -0.01 -0.01 0.04
H -5.0747 -3.1246 2.2062 0.04 0.02 -0.02
H -3.3469 -2.9262 2.5191 0.06 -0.03 -0.01
H -2.1974 1.9766 1.5160 0.02 0.05 -0.04
H -5.0761 1.4891 2.4247 0.04 0.04 -0.04
H -4.6298 2.0606 0.8125 0.01 0.01 0.02
H -4.2672 3.0435 2.2311 -0.01 -0.03 0.00
H -3.1769 0.5230 4.0209 0.01 0.04 0.00
H -2.6719 2.2098 3.9858 0.00 -0.04 -0.02
H -1.5094 0.9295 3.6039 -0.05 -0.03 0.01
Se 1.7574 0.6894 1.6891 -0.05 0.08 0.09
C 3.5949 0.4570 1.1794 -0.04 -0.04 -0.05
C 4.1753 0.9320 0.0093 0.04 0.09 0.05
C 5.5249 0.6956 -0.2126 0.04 -0.02 0.13
N 6.3093 0.0399 0.6377 -0.08 0.09 0.09
C 5.7416 -0.4087 1.7579 0.09 0.20 -0.09
C 4.4024 -0.2346 2.0715 0.00 0.08 0.03
H 3.6233 1.4926 -0.7357 -0.04 0.01 -0.01
H 5.9962 1.0549 -1.1231 -0.02 0.00 0.03
H 6.3922 -0.9455 2.4404 -0.03 0.02 -0.01
H 3.9945 -0.6430 2.9877 0.04 -0.01 -0.02
C 0.0554 -2.5576 2.9671 -0.11 -0.10 0.02
C -0.4965 -3.6757 2.1180 0.00 0.04 0.09
C -1.0861 -4.7668 2.7592 -0.01 0.01 0.03
C -1.6656 -5.8019 2.0455 0.00 0.04 -0.02
C -1.6762 -5.7624 0.6571 0.01 0.00 0.01
C -1.0783 -4.6987 0.0003 -0.03 0.05 0.10
C -0.4673 -3.6695 0.7226 -0.16 0.09 -0.17
Sb 0.4536 -2.1044 -0.4081 0.24 -0.43 -0.20
C 0.3608 -2.9180 -2.3839 -0.01 -0.06 0.06
C -0.3563 -2.1260 -3.2818 0.04 -0.05 -0.01
C -0.4724 -2.4728 -4.6193 0.00 -0.02 0.01
C 0.1419 -3.6316 -5.0703 -0.02 0.03 0.01
C 0.8611 -4.4204 -4.1855 0.02 -0.02 0.03
C 0.9907 -4.0892 -2.8357 0.03 0.03 0.01
C 1.8321 -4.9924 -1.9643 -0.10 0.04 -0.09
C 2.5201 -2.5350 0.0204 -0.07 0.05 0.10
C 2.8140 -3.2090 1.2062 0.03 -0.03 -0.06
C 4.1189 -3.5389 1.5391 0.02 -0.04 -0.07
C 5.1520 -3.1843 0.6830 -0.07 -0.14 -0.05
C 4.8677 -2.5090 -0.4922 -0.07 -0.11 -0.09
C 3.5592 -2.1759 -0.8464 0.02 -0.02 -0.02
C 3.3433 -1.4903 -2.1754 0.05 -0.13 0.07
H -0.7377 -2.1331 3.5875 0.02 0.03 -0.05
H 0.4781 -1.7493 2.3710 -0.03 0.01 0.04
H 0.8353 -2.9213 3.6415 -0.03 0.01 -0.01
H -1.0986 -4.7885 3.8446 0.00 -0.01 -0.05
H -2.1205 -6.6322 2.5710 0.01 0.02 -0.01
H -2.1406 -6.5579 0.0870 0.01 0.03 0.03
H -1.0980 -4.6692 -1.0821 0.06 -0.01 -0.02
H -0.8377 -1.2189 -2.9331 -0.03 -0.01 0.02
H -1.0406 -1.8472 -5.2966 0.01 -0.02 0.00
H 0.0585 -3.9253 -6.1093 0.02 0.01 0.02
H 1.3428 -5.3239 -4.5456 -0.03 0.04 0.01
H 1.6772 -6.0363 -2.2416 0.00 0.03 -0.01
H 1.6109 -4.8874 -0.9063 -0.04 0.00 0.05
H 2.8945 -4.7718 -2.0997 -0.02 0.01 0.03
H 2.0146 -3.5088 1.8720 0.10 -0.02 -0.08
H 4.3247 -4.0730 2.4587 0.00 0.01 -0.01
H 6.1781 -3.4306 0.9289 -0.03 0.02 -0.01
H 5.6789 -2.2278 -1.1562 -0.04 -0.02 0.04
H 4.1844 -0.8358 -2.4093 -0.03 -0.01 0.01
H 2.4289 -0.8966 -2.2049 -0.03 0.03 -0.01
H 3.2565 -2.2222 -2.9830 -0.02 0.01 0.01
```
Positions in Å, forces in eV/Å.

Summary:
HOMO level: -10.225 eV
Energy relative to the best compared isomer or geometry (same formula, charge and spin): 3.97 kcal/mol
Frontier orbital gap: 6.965 eV
Total charge: +1

These are the Mulliken partial charges, in e, on atoms 1 to 5:
1. Bi 0.999
2. C -1.363
3. C 0.687
4. C -1.653
5. P 1.220



[5]
# C4H8O2

C4H8O2 as an isolated structure in a non-equilibrium geometry (wB97M-V/def2-TZVPD, the OMol25 dataset).

The geometry in XYZ format:
```
14
Properties=species:S:1:pos:R:3:forces:R:3
O -2.0162 -0.3643 -0.8725 0.09 -0.26 0.49
C -1.1622 0.4800 -0.1144 1.09 -0.20 0.72
C 0.0945 -0.1494 0.5933 -0.26 -0.09 -0.29
C 0.7747 -1.0604 -0.3930 0.00 -0.43 -0.23
O 1.6463 0.0147 -0.8085 0.29 -0.05 -0.21
C 1.3097 0.7631 0.3721 -0.03 0.20 0.08
H -2.8196 -0.6069 -0.3989 0.29 0.11 0.15
H -1.5631 0.8726 0.8034 -1.42 1.03 -0.32
H -0.8127 1.2192 -0.8506 -0.09 0.04 0.63
H -0.0589 -0.4973 1.6318 -0.29 0.09 -0.61
H 1.3200 -1.9092 0.0318 0.11 0.09 -0.09
H 0.0770 -1.3887 -1.1693 0.45 -0.14 -0.13
H 2.1115 0.7023 1.1266 -0.29 -0.14 -0.11
H 1.1020 1.8267 0.1772 0.06 -0.24 -0.08
```
Positions in Å, forces in eV/Å.

Summary:
HOMO level: -9.614 eV
Energy relative to the best compared isomer or geometry (same formula, charge and spin): 61.08 kcal/mol
Frontier orbital gap: 10.420 eV

These are the Mulliken partial charges, in e, on atoms 1 to 5:
1. O -0.539
2. C -0.608
3. C 0.138
4. C -0.482
5. O -0.404